(1)
DFT (ωB97M-V/def2-TZVPD) results for a cluster of 17 separate species, C2H41N2O16 in total.

Properties
HOMO-LUMO gap: 10.7 eV
E_tot: -38477.2720 eV
highest occupied orbital energy: -13.2 eV
energy above the lowest of the compared OMol25 structures with the same formula, charge and spin: 0.000 eV
total charge: +1

Geometry as XYZ:
```
61
Properties=species:S:1:pos:R:3:lowdin_charge:R:1
N -0.937 0.709 1.837 0.1491
C -0.406 1.251 0.512 -0.1191
C -0.064 0.064 -0.421 -0.2158
N 0.025 0.590 -1.800 -0.0144
H -1.944 0.408 1.667 0.1075
H -0.423 -0.097 2.108 0.0613
H -0.893 1.465 2.514 0.0917
H -1.146 1.946 0.058 0.1005
H 0.540 1.848 0.783 0.1298
H 0.970 -0.406 -0.124 0.1233
H -0.875 -0.731 -0.328 0.0965
H 0.366 -0.160 -2.429 0.0737
H -0.885 0.788 -2.229 0.0781
H 0.189 -2.314 1.231 0.0152
H -0.828 -2.511 2.399 0.1483
O -0.757 -2.102 1.453 -0.1150
H -2.613 -2.958 -0.887 0.0283
H -2.036 -2.152 0.315 0.0008
O -2.704 -2.127 -0.392 -0.0902
H 3.102 -0.051 -0.827 0.0017
H 2.760 -1.297 -1.668 0.0215
O 3.177 -1.001 -0.835 -0.0378
H -0.050 2.734 -1.918 0.0236
H 0.659 4.053 -1.511 0.0941
O -0.225 3.694 -1.774 -0.0568
H 3.156 1.848 -2.113 0.0581
H 1.708 1.455 -1.600 0.0657
O 2.697 1.588 -1.351 -0.0563
H 1.563 -1.458 2.282 -0.0657
H 1.411 -0.237 3.139 0.0194
O 1.095 -1.145 2.978 -0.0314
H 1.150 -3.400 -0.496 0.0591
H 1.274 -4.656 -1.435 0.0721
O 0.868 -3.811 -1.382 -0.0523
H 1.299 -2.532 -2.529 -0.0007
H 2.043 -2.012 -3.814 0.1170
O 1.660 -1.745 -2.933 -0.0593
H -2.817 -0.715 -1.372 0.0134
H -3.643 0.247 -2.258 0.0719
O -2.894 0.217 -1.666 -0.0596
H -1.865 -4.561 -2.519 0.0656
H -0.842 -4.069 -1.508 -0.0223
O -1.750 -4.334 -1.595 -0.0338
H -3.351 0.401 0.063 -0.0090
H -3.656 -0.856 0.807 0.0820
O -3.446 0.114 0.963 -0.0535
H 2.011 1.838 2.372 0.0185
H 1.614 1.981 3.892 0.0881
O 1.412 1.490 3.081 -0.0642
H 2.457 -3.030 1.258 0.1078
H 2.331 -1.841 0.175 0.0532
O 1.808 -2.516 0.771 -0.1080
H -2.361 3.578 3.102 0.0958
H -1.859 3.533 1.595 -0.0060
O -1.636 3.227 2.503 -0.0911
H 3.891 2.894 1.337 0.0942
H 2.972 2.041 0.314 -0.0497
O 3.152 2.283 1.180 -0.0172
H -1.491 3.899 -0.674 0.0052
H -2.757 4.664 -0.287 0.0329
O -2.208 3.980 -0.011 -0.0360
```

---

(2)
DFT (ωB97M-V/def2-TZVPD) results for a structure of composition C25H28BeN3O4PS2.

Properties
HOMO-LUMO gap: 8.5 eV
E_tot: -70403.9384 eV
highest occupied orbital energy: -8.3 eV
energy above the lowest of the compared OMol25 structures with the same formula, charge and spin: 0.000 eV

Geometry as XYZ:
```
64
Properties=species:S:1:pos:R:3:lowdin_charge:R:1
Be -0.353 1.388 -0.731 0.0599
O -2.470 -0.519 -3.637 -0.3021
S -1.580 -0.500 -2.493 0.5489
O -0.275 -1.102 -2.692 -0.3337
O -1.490 0.875 -1.852 -0.2958
C -2.331 -1.611 -1.253 -0.2375
C -3.569 -2.180 -1.606 -0.0349
C -4.130 -3.065 -0.692 -0.0709
C -3.520 -3.370 0.521 -0.0765
C -2.366 -2.701 0.881 -0.1064
C -1.747 -1.830 -0.019 -0.2969
P -0.199 -0.896 0.487 1.1704
C 1.239 -2.039 0.418 -0.3351
C 1.616 -2.857 1.481 -0.1015
C 2.734 -3.659 1.377 -0.0704
C 3.504 -3.570 0.204 -0.0755
C 3.106 -2.816 -0.881 -0.0763
C 1.987 -2.030 -0.746 -0.1006
C -0.514 -0.519 2.211 -0.4023
C 0.602 -0.147 2.925 -0.1109
C 0.542 0.442 4.204 -0.0570
C -0.730 0.630 4.790 -0.0888
C -1.849 0.284 4.035 -0.0823
C -1.770 -0.368 2.765 -0.0765
H -3.939 -1.990 -2.594 0.1027
H -4.994 -3.689 -0.966 0.1126
H -3.935 -4.122 1.174 0.1035
H -1.932 -2.816 1.882 0.1088
H 0.951 -3.013 2.383 0.1321
H 3.077 -4.238 2.178 0.0854
H 4.373 -4.170 0.126 0.0895
H 3.684 -2.762 -1.799 0.1074
H 1.721 -1.360 -1.579 0.0745
H 1.585 -0.352 2.557 0.0951
H 1.416 0.651 4.784 0.0927
H -0.822 1.124 5.788 0.1146
H -2.841 0.417 4.434 0.0960
H -2.698 -0.614 2.238 0.1111
C -1.592 3.605 2.060 -0.0423
C -1.932 3.011 0.699 -0.4798
C -2.431 3.986 -0.323 -0.0434
O -0.681 2.456 0.258 -0.2488
H -2.384 4.151 2.546 0.0788
H -0.716 4.200 1.905 0.0676
H -1.387 2.802 2.725 0.0456
H -2.666 2.204 0.911 0.1383
H -1.656 4.775 -0.331 0.0920
H -3.358 4.416 -0.080 0.0624
H -2.423 3.609 -1.337 0.0766
C 2.630 -0.297 -4.674 -0.0710
C 3.549 0.758 -3.974 -0.2369
C 2.872 1.326 -2.809 -0.6374
N 1.651 1.061 -2.537 0.0730
N 1.241 1.671 -1.371 -0.0022
C 2.153 2.413 -0.819 -0.6047
N 2.057 3.073 0.348 0.1316
S 3.669 2.421 -1.739 1.1261
H 3.082 -0.569 -5.624 0.0700
H 1.677 0.234 -4.905 0.0934
H 2.484 -1.142 -4.053 0.0486
H 3.822 1.527 -4.671 0.1029
H 4.505 0.299 -3.685 0.1136
H 1.107 3.260 0.697 0.0950
H 2.644 3.842 0.484 0.0780
```

---

(3)
DFT (ωB97M-V/def2-TZVPD) results for a structure of composition C15H20BN4O7P2SeTc.

Properties
HOMO-LUMO gap (alpha / beta): 7.1 / 7.1 eV
E_tot: -122978.0125 eV
highest occupied orbital energy (alpha / beta): -7.6 / -7.6 eV
energy above the lowest of the compared OMol25 structures with the same formula, charge and spin: 0.190 eV

Geometry as XYZ:
```
51
Properties=species:S:1:pos:R:3:lowdin_charge:R:1
Tc -0.464 -0.016 0.446 1.3078
B -1.120 -2.484 2.789 -0.4091
N -1.066 -0.985 3.266 -0.0576
C -1.423 -0.517 4.459 -0.0701
C -1.438 0.876 4.428 -0.0432
C -1.067 1.193 3.136 -0.1435
N -0.849 0.063 2.439 -0.1559
N 0.072 -2.719 1.819 -0.0678
C 0.887 -3.777 1.797 -0.0787
C 1.680 -3.709 0.666 -0.0507
C 1.275 -2.538 0.034 -0.1574
N 0.292 -1.948 0.731 -0.0893
H -0.954 -3.186 3.764 0.0729
H -2.168 -2.690 2.217 0.0516
H -1.655 -1.205 5.257 0.1266
H -1.688 1.551 5.230 0.0974
H -0.969 2.150 2.646 0.0991
H 0.842 -4.510 2.587 0.1227
H 2.443 -4.400 0.351 0.0943
H 1.636 -2.088 -0.876 0.0989
C 2.042 2.990 1.312 -0.0562
C 1.896 2.781 -0.192 -0.5900
O 2.588 3.794 -0.916 -0.0530
P 0.139 2.933 -0.657 0.4934
O -0.230 4.468 -0.575 -0.0663
O 0.024 2.651 -2.209 -0.0850
O -0.786 2.153 0.224 -0.3675
P 2.441 1.106 -0.768 0.3624
O 3.306 0.480 0.416 -0.1070
O 3.194 1.286 -2.026 -0.2624
O 1.124 0.301 -0.815 -0.4400
H 1.616 3.950 1.608 0.0923
H 3.098 2.976 1.572 0.0909
H 1.540 2.203 1.880 0.0699
H 3.039 3.350 -1.655 0.0828
H 0.343 5.018 -1.126 0.1009
H 0.272 1.749 -2.468 0.0856
H 4.208 0.309 0.120 0.0958
Se -3.352 -0.346 0.364 0.7725
C -1.925 -0.548 -0.667 -0.8412
C -1.829 -0.853 -2.109 -0.3220
C -1.014 -1.887 -2.567 -0.0411
C -0.927 -2.150 -3.926 -0.0698
C -1.625 -1.364 -4.835 -0.0820
C -2.429 -0.324 -4.382 -0.0755
C -2.542 -0.076 -3.023 -0.0539
H -0.473 -2.494 -1.850 0.0934
H -0.309 -2.968 -4.276 0.1059
H -1.544 -1.561 -5.898 0.1031
H -2.974 0.291 -5.088 0.1056
H -3.175 0.722 -2.654 0.1101
```

---

(4)
DFT (ωB97M-V/def2-TZVPD) results for a cluster of 3 separate species, C4H9FO2S in total.

Properties
HOMO-LUMO gap: 9.1 eV
E_tot: -21939.9350 eV
highest occupied orbital energy: -10.2 eV
energy above the lowest of the compared OMol25 structures with the same formula, charge and spin: 0.872 eV

Geometry as XYZ:
```
17
Properties=species:S:1:pos:R:3:lowdin_charge:R:1
C -1.914 1.039 -0.490 0.0459
C -0.395 -0.896 -1.201 -0.0703
C -0.887 -0.330 1.243 -0.0288
C -1.066 0.054 -0.311 -0.4492
O 2.432 -0.678 1.153 -0.4392
O 4.681 -0.685 0.157 -0.4276
F 0.825 1.868 0.191 -0.0940
S 3.536 0.058 0.617 0.8960
H -1.937 1.429 -1.506 0.0794
H -2.351 1.716 0.166 0.0592
H 0.219 1.154 0.100 -0.0058
H -0.777 -1.959 -1.232 0.1106
H 0.681 -0.911 -1.117 0.0665
H -0.635 -0.632 -2.255 0.0903
H -1.251 -1.335 1.321 0.0768
H 0.189 -0.303 1.349 0.0316
H -1.350 0.412 1.817 0.0584
```

---

(5)
DFT (ωB97M-V/def2-TZVPD) results for an isolated molecule of C3H2BrNOS.

Properties
HOMO-LUMO gap: 6.5 eV
E_tot: -87550.5821 eV
highest occupied orbital energy: -8.2 eV
energy above the lowest of the compared OMol25 structures with the same formula, charge and spin: 7.250 eV

Geometry as XYZ:
```
9
Properties=species:S:1:pos:R:3:lowdin_charge:R:1
C 1.172 0.177 0.397 0.1276
C -1.016 -0.610 -0.361 -0.3326
C -0.389 -0.717 2.379 -0.6373
N 0.141 -0.119 -0.146 -0.1393
O -3.099 -1.035 1.218 -0.5307
S -1.692 -1.392 1.092 0.7730
Br -1.181 -0.880 4.061 0.6542
H 1.977 0.806 0.582 0.0578
H -1.236 -0.988 -1.243 0.0272
```

---

(6)
DFT (ωB97M-V/def2-TZVPD) results for a structure of composition C16H8Cl4N2O2Se2V.

Properties
HOMO-LUMO gap (alpha / beta): 6.1 / 6.7 eV
E_tot: -230269.2045 eV
highest occupied orbital energy (alpha / beta): -7.7 / -7.7 eV
2S+1: 2
energy above the lowest of the compared OMol25 structures with the same formula, charge and spin: 0.470 eV

Geometry as XYZ:
```
35
Properties=species:S:1:pos:R:3:mulliken_spin:R:1
V 0.513 0.403 0.277 1.2241
Cl -4.303 -3.791 -1.734 -0.0009
C -2.979 -2.690 -1.699 -0.0037
C -2.417 -2.234 -2.895 0.0041
Cl -3.050 -2.760 -4.406 0.0001
C -1.340 -1.347 -2.877 0.0010
Cl -0.606 -0.744 -4.307 -0.0009
C -0.844 -0.944 -1.649 -0.0078
O 0.182 -0.085 -1.464 -0.0547
C -1.420 -1.374 -0.457 -0.0133
O -0.839 -0.843 0.623 -0.0299
C -2.485 -2.260 -0.467 0.0072
Cl -3.152 -2.777 1.030 0.0000
Se 0.907 1.770 2.514 -0.0448
Se 2.822 1.437 -0.423 -0.0539
C 3.179 -0.167 0.473 0.0030
C 4.420 -0.752 0.761 -0.0049
C 4.447 -1.971 1.392 0.0051
C 3.255 -2.622 1.744 -0.0035
C 2.070 -2.001 1.453 0.0087
N 2.051 -0.804 0.840 -0.0265
C -0.331 2.736 1.497 0.0112
C -0.985 3.940 1.790 -0.0076
C -1.929 4.412 0.911 0.0092
C -2.231 3.705 -0.261 -0.0044
C -1.541 2.547 -0.509 0.0178
N -0.609 2.100 0.351 -0.0337
H 5.325 -0.240 0.470 0.0005
H 5.397 -2.441 1.613 0.0005
H 3.258 -3.583 2.236 0.0001
H 1.102 -2.419 1.695 0.0000
H -0.747 4.461 2.707 0.0004
H -2.453 5.335 1.127 0.0009
H -2.976 4.053 -0.960 -0.0001
H -1.695 1.950 -1.398 -0.0032
```

---

(7)
DFT (ωB97M-V/def2-TZVPD) results for the ion C3H10NS2 with charge +2.

Properties
HOMO-LUMO gap (alpha / beta): 10.3 / 8.3 eV
E_tot: -26414.7246 eV
highest occupied orbital energy (alpha / beta): -18.5 / -19.9 eV
2S+1: 2
energy above the lowest of the compared OMol25 structures with the same formula, charge and spin: 0.586 eV
total charge: +2

Geometry as XYZ:
```
16
Properties=species:S:1:pos:R:3:mulliken_spin:R:1
N 0.785 -1.726 -1.366 0.0023
C 1.763 -0.549 -1.462 -0.0027
C 1.857 0.333 -0.229 -0.0006
S 0.359 0.719 0.867 0.4623
S -1.372 -0.021 0.200 0.4732
C -2.537 1.169 0.819 -0.0091
H -0.161 -1.444 -1.489 0.0012
H 1.094 -2.524 -1.926 0.0001
H 0.806 -2.163 -0.416 -0.0004
H 2.697 -1.048 -1.703 0.0008
H 1.454 -0.026 -2.356 0.0001
H 2.101 1.363 -0.476 0.0195
H 2.492 -0.128 0.510 0.0091
H -2.189 1.718 1.673 0.0045
H -2.822 1.846 0.020 0.0344
H -3.438 0.608 1.059 0.0053
```

---

(8)
DFT (ωB97M-V/def2-TZVPD) results for an isolated molecule of CH3N4OP.

Properties
HOMO-LUMO gap: 8.3 eV
E_tot: -18378.5944 eV
highest occupied orbital energy: -9.0 eV
energy above the lowest of the compared OMol25 structures with the same formula, charge and spin: 0.365 eV

Geometry as XYZ:
```
10
Properties=species:S:1:pos:R:3:lowdin_charge:R:1
C -1.059 0.079 0.046 -0.1547
N -0.426 2.289 0.026 0.0935
N -0.512 -2.247 -0.027 0.1019
N -0.136 1.086 0.133 -0.2678
N -0.243 -1.006 0.010 -0.3070
O 2.410 -0.367 -0.594 -0.4750
P 1.470 -0.146 0.489 0.8461
H -1.990 0.016 -0.313 0.0806
H 0.137 3.054 0.311 0.0487
H 0.348 -2.757 -0.079 0.0337
```